Entry 1:
Density functional theory data (ωB97M-V with the def2-TZVPD basis set) for an isolated molecule of C8H16ClIS2 in a non-equilibrium geometry.

Calculated values
net charge	0
SMILES	C[C@@H](S)[C@@](C)(CCl)C[C@](C)(S)I

Each line ends with the Mulliken charge.
Cartesian coordinates (Å):
1 C 0.2955 -2.4722 1.4664  -1.365
2 C 0.4643 -0.9805 1.7081  -0.212
3 S 2.2285 -0.4224 1.7219  -0.150
4 C -0.3663 -0.0590 0.5667  1.264
5 C -1.8247 -0.3973 0.6450  -1.713
6 C -0.2261 1.3975 0.9080  -1.021
7 Cl -0.7988 1.8307 2.4652  -0.173
8 C 0.1133 -0.3748 -0.8389  -1.305
9 C 0.0776 0.8272 -1.9666  0.046
10 C 1.1380 1.8982 -1.7667  -1.111
11 S -1.6575 1.4462 -1.9765  -0.152
12 I 0.4750 -0.1387 -3.9469  0.101
13 H 1.0109 -2.9505 2.1821  0.422
14 H -0.5904 -3.0219 1.7359  0.355
15 H 0.5450 -2.5334 0.3580  0.332
16 H 0.0117 -0.8294 2.6779  0.545
17 H 2.6472 -1.5839 1.4643  0.151
18 H -2.1829 -0.2908 1.6895  0.477
19 H -1.9124 -1.4865 0.5113  0.438
20 H -2.4900 0.1923 -0.0749  0.256
21 H -0.8387 1.9213 0.1982  0.337
22 H 0.8060 1.8285 0.7939  0.311
23 H 1.0734 -0.9467 -0.7433  0.566
24 H -0.5198 -1.1488 -1.3576  0.406
25 H 1.2388 2.4442 -2.6786  0.484
26 H 2.1915 1.4583 -1.5407  0.279
27 H 0.9307 2.6638 -0.9153  0.263
28 H -1.8399 1.7286 -3.2863  0.169

Atomic forces in eV per Å
C 2.3874 0.0257 -0.9609
C -1.8428 1.1817 -1.1934
S -1.6098 1.6393 0.5963
C 0.7119 -1.0595 1.6275
C -1.6585 -0.7564 0.8563
C 1.7950 0.7634 -1.2611
Cl -0.4638 0.4450 1.6850
C 0.2791 -0.7439 -2.3498
C 0.4128 -1.6021 1.2408
C 1.5689 0.5234 1.6212
S 0.1458 0.1878 -0.7480
I -0.0692 0.2907 0.8982
H 0.0697 0.0281 -1.1718
H -0.9899 0.6967 -0.2543
H -0.1057 -1.2071 1.4522
H 0.0562 0.8886 0.2358
H 1.1428 -2.2299 -0.5400
H -0.0196 0.4031 -0.5730
H -0.2986 0.3589 -0.5975
H 0.9955 -1.1002 1.1888
H -0.2159 0.5252 -0.1215
H -0.9152 -0.8192 0.3374
H -0.1406 1.3348 -0.6293
H 0.1332 0.6821 0.9559
H 0.0813 0.6177 -0.5407
H -1.8985 0.4264 -0.3531
H 0.0713 -1.4586 -1.6696
H 0.3769 -0.0417 0.2686



Entry 2:
Density functional theory data (ωB97M-V with the def2-TZVPD basis set) for an isolated molecule of C4H7NOS in a non-equilibrium geometry.

Calculated values
net charge	0
energy above the lowest of the compared OMol25 structures with the same formula, charge and spin	3.5950	eV

Each line ends with the Mulliken charge.
Cartesian coordinates (Å):
1 C -0.2612 -1.6116 -0.6096  0.018
2 C 0.9679 -1.4014 0.3621  -0.447
3 C 0.0822 0.7659 0.0509  0.650
4 C -0.8642 1.8224 0.6877  -1.154
5 N -0.9660 -0.7220 -1.0053  -0.598
6 O 0.7188 -0.1346 0.8568  -0.332
7 S 0.9925 1.5553 -1.3907  -0.260
8 H -0.2142 -2.5894 -0.9623  0.440
9 H 0.7938 -2.0628 1.1683  0.292
10 H 1.9926 -1.6308 -0.0138  0.279
11 H -0.9066 2.6575 -0.1279  0.329
12 H -0.4720 2.2802 1.5497  0.345
13 H -1.8086 1.3209 0.8201  0.305
14 H 1.2924 0.5862 -2.2675  0.131

Atomic forces in eV per Å
C 3.7496 -1.1724 0.9993
C -1.1241 0.0931 -0.9294
C -0.6033 -2.0723 -2.1309
C 1.0300 0.0058 -3.5095
N -0.7530 4.2723 0.7094
O -0.0713 2.4475 0.3397
S -0.1908 0.1959 1.0009
H -0.7230 -2.0095 -0.8305
H 0.0543 -0.8341 1.1082
H -0.7692 0.6568 -0.3331
H -0.4649 -1.5228 1.5937
H 0.4884 0.2006 1.3061
H -0.3868 0.2020 0.2277
H -0.2358 -0.4629 0.4484



Entry 3:
Density functional theory data (ωB97M-V with the def2-TZVPD basis set) for a structure of composition C23H25F9N4O4PS in a non-equilibrium geometry.

Calculated values
net charge	-1

Each line ends with the Mulliken charge.
Cartesian coordinates (Å):
1 O -0.2164 4.6989 -1.9452  -0.473
2 C 0.1296 3.6791 -1.4069  -0.129
3 C 0.4949 2.3953 -2.1195  0.439
4 C 1.5338 2.6639 -3.2403  -0.409
5 P 0.6820 3.1225 -4.7456  0.377
6 O 1.4416 3.9065 -5.7504  -0.692
7 S 2.5293 1.3022 -3.6445  1.265
8 O 3.8682 1.7388 -3.9502  -0.763
9 O 1.9963 0.3848 -4.6407  -0.687
10 C 2.8462 0.2884 -2.0983  0.350
11 F 3.0345 1.1635 -1.0677  -0.286
12 F 4.0122 -0.3433 -2.2826  -0.269
13 C 1.8103 -0.7884 -1.5936  0.509
14 F 2.5096 -1.8697 -1.1585  -0.362
15 F 1.1559 -0.3117 -0.5074  -0.176
16 C 0.7381 -1.3745 -2.5501  0.550
17 F -0.0498 -2.1489 -1.7471  -0.339
18 F -0.0703 -0.4413 -3.0558  -0.189
19 C 1.2935 -2.3382 -3.6661  0.737
20 F 2.5839 -2.1546 -3.8978  -0.190
21 F 0.5853 -2.1780 -4.7797  -0.250
22 F 1.1320 -3.6088 -3.2713  -0.274
23 H 0.1941 3.6489 -0.2994  0.322
24 H -0.4518 2.0104 -2.5184  0.292
25 H 0.8647 1.7347 -1.3509  -0.286
26 H -0.4382 3.8227 -4.2639  0.018
27 H 0.1064 1.9629 -5.3186  -0.044
28 N -3.5595 -3.5874 -3.7047  0.041
29 C -2.8044 -3.1112 -2.6694  -0.697
30 C -3.3910 -3.5214 -1.5025  0.014
31 C -4.5444 -4.2780 -1.8498  -0.842
32 C -4.6200 -4.3008 -3.2167  -0.384
33 H -3.3625 -3.4345 -4.6756  0.192
34 H -1.9293 -2.5272 -2.8550  0.354
35 H -3.0335 -3.3047 -0.5100  0.510
36 H -5.2372 -4.7499 -1.1736  0.391
37 H -5.3326 -4.7610 -3.8790  0.380
38 N -0.3811 -0.6880 2.2631  0.192
39 C 0.3462 -0.2050 3.3157  -0.479
40 C -0.2945 -0.5700 4.4706  -0.592
41 C -1.4521 -1.3067 4.0964  -0.578
42 C -1.4763 -1.3616 2.7272  -0.498
43 H -0.1444 -0.5661 1.2955  0.191
44 H 1.2539 0.3517 3.1545  0.456
45 H 0.0302 -0.3371 5.4705  0.384
46 H -2.1817 -1.7447 4.7566  0.580
47 H -2.1755 -1.8187 2.0483  0.366
48 N 4.7398 0.5220 1.5471  0.070
49 C 4.8323 -0.7265 2.0939  -0.319
50 C 5.4541 -0.6084 3.3092  -0.649
51 C 5.7456 0.7699 3.5012  -0.440
52 C 5.2904 1.4396 2.3958  -0.524
53 H 4.3299 0.7320 0.6546  0.218
54 H 4.4492 -1.5881 1.5746  0.447
55 H 5.6744 -1.4178 3.9846  0.396
56 H 6.2321 1.2170 4.3517  0.401
57 H 5.3112 2.4853 2.1423  0.377
58 N -3.2363 1.9081 3.8684  0.142
59 C -3.7625 3.1693 3.8854  -0.573
60 C -4.9373 3.1241 4.5898  -0.353
61 C -5.1228 1.7794 5.0158  -0.605
62 C -4.0531 1.0588 4.5541  -0.130
63 H -2.3781 1.6368 3.4217  0.181
64 H -3.2604 3.9867 3.3976  0.376
65 H -5.5898 3.9600 4.7786  0.385
66 H -5.9437 1.3890 5.5935  0.387
67 H -3.8012 0.0189 4.6485  0.193

Atomic forces in eV per Å
O -0.0106 -0.1793 0.1480
C 0.1178 0.3420 -0.0930
C 0.1303 0.7066 -0.5162
C -0.6495 -1.3782 0.2368
P 0.6115 0.7183 -0.1635
O 0.0211 -0.1035 -0.2429
S 0.5602 1.5336 -1.1771
O 0.1166 -0.0988 0.3170
O -0.2717 -0.4192 0.5956
C -0.2185 0.1333 0.3750
F 0.1076 -0.1329 0.0897
F -0.1690 0.0130 -0.1658
C 0.4008 -0.4229 0.0139
F -0.0728 0.0906 0.0182
F -0.1040 0.1671 -0.1560
C -0.3403 -0.3452 0.2438
F 0.1967 0.1297 0.0579
F 0.2283 0.0552 0.0008
C -0.1596 -0.0305 -0.0730
F -0.0763 0.0332 -0.0627
F 0.1554 0.0441 0.0194
F 0.0704 0.0458 0.0267
H -0.0218 -0.0397 0.0880
H -0.1597 -0.2749 0.2141
H -0.0671 -0.2469 0.0077
H -0.0784 -0.2453 0.2020
H -0.1490 -0.0409 0.1520
N -0.0363 -0.0374 0.0335
C -0.2537 -0.1157 -0.0953
C -0.0025 -0.0114 0.0200
C 0.0118 0.0050 0.0172
C 0.0184 0.0183 -0.0308
H 0.0183 0.0114 -0.0250
H 0.0940 0.1023 -0.0167
H 0.0110 -0.0077 0.0076
H -0.0056 -0.0032 0.0076
H -0.0150 -0.0055 0.0045
N -0.0277 0.0304 0.0276
C -0.0077 0.0469 -0.0503
C -0.0266 0.0163 0.0055
C 0.0112 0.0025 -0.0022
C 0.0043 0.0244 -0.0278
H 0.0389 -0.0494 -0.0485
H 0.0268 -0.0178 0.0119
H 0.0083 -0.0025 0.0098
H 0.0179 -0.0408 0.0115
H -0.0121 -0.0068 0.0021
N -0.0410 -0.0153 0.0190
C -0.0136 0.0078 -0.0319
C -0.0014 0.0066 0.0204
C -0.0061 -0.0098 0.0202
C -0.0096 -0.0020 -0.0221
H 0.0021 0.0301 -0.0593
H 0.0071 -0.0131 -0.0040
H -0.0018 -0.0082 0.0078
H 0.0041 0.0054 0.0090
H 0.0160 0.0109 -0.0024
N 0.0331 0.0415 -0.0213
C 0.0070 -0.0222 -0.0169
C -0.0005 -0.0084 0.0167
C 0.0193 0.0787 -0.0159
C -0.0553 -0.0657 0.0130
H 0.0405 -0.0522 0.0449
H -0.0115 0.0157 -0.0090
H -0.0036 0.0112 0.0002
H -0.0093 -0.0032 0.0034
H -0.0172 -0.0213 0.0098



Entry 4:
Density functional theory data (ωB97M-V with the def2-TZVPD basis set) for a structure of composition C2H6N2S in a non-equilibrium geometry.

Calculated values
net charge	0
energy above the lowest of the compared OMol25 structures with the same formula, charge and spin	4.0970	eV

Each line ends with the Mulliken charge.
Cartesian coordinates (Å):
1 C -0.8329 1.1100 -0.9457  -1.074
2 C -0.2653 -0.0705 -0.3082  0.637
3 H -1.8494 1.0233 -1.3784  0.321
4 H -0.9270 2.0477 -0.2908  0.281
5 H -0.3943 1.3226 -1.9283  0.291
6 H 0.9365 0.9375 1.1684  0.301
7 H 1.3119 -1.9769 0.4001  0.288
8 H 0.5285 -1.7738 2.3768  0.246
9 N 0.5650 -0.0563 0.7384  -0.006
10 N 1.2226 -1.1183 1.3750  -0.816
11 S -0.2956 -1.4453 -1.2074  -0.471

Atomic forces in eV per Å
C -1.6014 3.3389 0.0809
C 1.4392 -1.7553 -0.9713
H 0.1259 -0.8691 1.0007
H 0.6209 -1.1645 -0.8565
H 0.9259 0.1691 0.6252
H -1.6310 -3.3341 -1.5192
H -0.8337 3.0060 3.5542
H 1.8811 2.5812 -4.1545
N 0.7583 4.0230 3.4001
N -1.1164 -4.5968 -0.8699
S -0.5688 -1.3985 -0.2898



Asked for energy across the records above, the calculation gives -1868.61476; -684.67496; -3049.73097; -587.35345 hartree in order.
Asked for Kohn-Sham gap across the records above, the calculation gives 9.188; 9.397; 7.378; 8.656 eV in order.
Asked for LUMO energy across the records above, the calculation gives -0.00461; 0.02680; 0.08098; 0.00992 hartree in order.